# 1
# C5H12O3

A 2-piece molecular cluster, C5H12O3 overall (ωB97M-V with the def2-TZVPD basis set, the OMol25 dataset).

Geometry as XYZ:
```
20
Properties=species:S:1:pos:R:3:forces:R:3
C -1.296 1.467 1.284 0.750 0.196 -0.083
C -1.460 0.598 0.085 -3.260 -1.324 -0.087
O -1.924 0.844 -0.989 1.167 -0.497 1.292
O -1.791 -0.958 0.749 -0.486 1.723 -0.698
H -2.166 1.351 1.931 0.038 -0.279 -0.180
H -0.398 1.190 1.834 -0.046 -0.010 0.098
H -1.243 2.511 0.969 0.129 -0.149 -0.077
H -2.332 -1.370 0.055 0.069 0.150 0.131
C 1.469 0.878 -0.568 -0.278 0.080 0.146
C 0.783 -0.413 -0.184 -1.916 -1.231 0.265
C 0.947 -1.498 -1.240 0.304 0.000 -0.081
O 1.265 -0.810 1.084 0.336 -0.245 0.499
H 2.539 0.694 -0.708 -0.097 -0.170 -0.079
H 1.062 1.280 -1.496 0.005 0.034 0.060
H 1.406 1.622 0.228 -0.189 0.016 -0.074
H -0.444 -0.632 0.034 3.128 1.579 -1.015
H 0.476 -2.428 -0.911 0.059 0.018 -0.004
H 0.468 -1.189 -2.173 0.050 0.001 0.019
H 2.007 -1.688 -1.429 -0.030 -0.053 -0.054
H 0.632 -1.450 1.447 0.267 0.160 -0.079
```
Positions in Å, forces in eV/Å.

- Gap between HOMO and LUMO: 0.3593 hartree
- SMILES string: CC(=O)O.CC(C)O
- Total energy: -11519.721 eV
- Molar mass: 120.15 g/mol
- Relative energy (zero: lowest compared OMol25 entry of this formula, charge and spin): 293.76 kJ/mol
- HOMO energy: -9.1 eV

# 2
# C3H8O

A 2-piece molecular cluster, C3H8O overall (ωB97M-V with the def2-TZVPD basis set, the OMol25 dataset).

Geometry as XYZ:
```
12
Properties=species:S:1:pos:R:3:forces:R:3
C 1.433 0.294 -1.500 0.148 0.547 0.302
C 0.925 0.420 -0.080 1.063 -0.170 -0.372
O 0.557 1.474 0.355 -0.345 0.103 0.268
H 1.650 1.328 -1.769 -0.167 -0.132 -0.488
H 0.701 -0.157 -2.169 -0.049 0.031 0.004
H 2.366 -0.267 -1.562 -0.124 -0.216 0.157
H 1.056 -0.460 0.574 -0.335 -0.089 0.037
C -1.731 -0.524 1.259 -0.320 -0.201 -0.796
H -1.458 -1.390 0.648 -0.005 0.018 0.161
H -1.953 0.289 0.568 0.126 0.095 0.114
H -0.895 -0.251 1.891 -0.162 0.056 0.280
H -2.653 -0.755 1.786 0.169 -0.041 0.332
```
Positions in Å, forces in eV/Å.

- Gap between HOMO and LUMO: 0.4045 hartree
- SMILES string: CC=O.C
- Total energy: -5287.549 eV
- Molar mass: 60.10 g/mol
- Relative energy (zero: lowest compared OMol25 entry of this formula, charge and spin): 58.01 kJ/mol
- HOMO energy: -10.0 eV

# 3
# BF4H20O10

A 11-piece molecular cluster, BF4H20O10 overall (ωB97M-V with the def2-TZVPD basis set, the OMol25 dataset).

Geometry as XYZ:
```
35
Properties=species:S:1:pos:R:3:forces:R:3
B -30.695 -11.977 15.379 0.697 1.498 1.318
F -30.200 -10.819 15.983 0.736 1.572 0.956
F -31.730 -12.378 16.186 -1.240 -1.095 0.345
F -31.058 -11.600 14.137 -1.133 -0.115 -2.395
F -29.653 -12.855 15.345 1.033 -1.845 -0.190
O -33.991 -10.022 10.679 0.081 0.111 -0.258
H -34.782 -10.464 10.370 -0.166 -0.096 -0.072
H -33.991 -10.165 11.625 0.109 -0.010 0.367
O -26.363 -11.894 18.191 0.034 -0.068 0.309
H -25.484 -12.081 17.863 0.204 -0.020 -0.056
H -26.910 -11.859 17.406 -0.358 0.059 -0.286
O -28.045 -6.740 15.516 0.216 0.152 -0.144
H -28.413 -7.514 15.942 -0.149 -0.359 0.028
H -28.361 -6.004 16.041 -0.084 0.165 0.099
O -28.499 -11.042 11.307 0.229 0.075 -0.372
H -29.400 -10.896 11.595 -0.280 0.053 0.234
H -28.189 -11.768 11.849 0.005 -0.133 0.230
O -27.314 -16.019 19.299 -0.033 -0.171 0.233
H -27.385 -15.177 18.848 -0.091 0.335 -0.103
H -26.702 -16.526 18.765 0.114 -0.127 -0.127
O -31.130 -15.630 12.252 0.040 -0.348 -0.094
H -30.819 -14.864 12.735 0.098 0.290 0.286
H -31.713 -15.271 11.583 -0.128 0.110 -0.124
O -34.241 -9.232 15.494 -0.268 0.269 -0.209
H -34.633 -9.558 16.304 -0.068 -0.181 0.205
H -33.299 -9.348 15.619 0.379 -0.197 -0.025
O -36.022 -12.067 18.477 -0.129 0.273 0.099
H -35.395 -12.740 18.740 0.262 -0.155 0.056
H -36.626 -12.519 17.887 -0.113 -0.088 -0.173
O -33.510 -16.236 19.751 -0.275 -0.049 0.159
H -33.282 -16.843 19.047 0.057 -0.123 -0.194
H -32.770 -15.631 19.795 0.229 0.216 0.027
O -30.597 -12.146 20.228 -0.134 -0.101 0.370
H -30.950 -12.248 19.344 -0.101 0.035 -0.407
H -29.698 -11.845 20.093 0.227 0.071 -0.090
```
Positions in Å, forces in eV/Å.

- Gap between HOMO and LUMO: 0.3973 hartree
- Charge: -1
- Total energy: -32354.700 eV
- Molar mass: 266.95 g/mol
- Relative energy (zero: lowest compared OMol25 entry of this formula, charge and spin): 202.96 kJ/mol
- HOMO energy: -8.3 eV

# 4
# C31H67BrIN2O12PS

A 3-piece molecular cluster, C31H67BrIN2O12PS overall (ωB97M-V with the def2-TZVPD basis set, the OMol25 dataset).

Geometry as XYZ:
```
116
Properties=species:S:1:pos:R:3:forces:R:3
C 6.815 -1.342 -3.467 -0.651 -0.597 -0.257
O 6.813 0.002 -2.861 1.709 -1.805 0.481
C 7.502 -0.031 -1.559 -0.765 0.299 0.979
C 6.418 -0.539 -0.434 1.277 1.251 0.688
C 5.763 0.827 0.231 0.857 -0.928 0.872
C 4.686 0.382 1.377 -0.014 1.273 0.509
C 3.113 0.787 1.042 0.940 0.610 0.633
C 2.376 -0.250 -0.015 -0.363 1.070 3.281
O 3.109 -0.595 -1.195 -0.767 1.370 -0.701
C 2.991 0.172 -2.390 0.466 -1.625 -2.333
I 2.974 2.344 -2.299 0.008 -0.390 0.142
C 1.743 -0.263 -3.419 0.665 -0.072 1.485
S 2.309 0.279 -5.156 -4.621 -0.713 -5.384
O 2.287 -0.912 -6.173 0.957 3.777 4.304
O 1.349 1.404 -5.635 3.362 -3.062 2.235
C 0.746 0.079 -0.213 0.693 -2.744 -1.098
C -0.009 -1.325 -0.727 -1.187 0.296 -1.426
C -1.319 -0.996 -1.715 0.027 -1.253 -0.301
C -1.378 -2.001 -3.037 -0.818 0.278 0.126
C -1.368 -3.596 -2.665 -0.786 0.269 -0.376
O -1.227 -4.320 -3.971 3.825 -1.236 1.145
C 0.088 -4.973 -4.069 2.860 1.371 -6.278
O 0.859 -4.825 -5.182 -5.475 -0.962 7.509
O 0.244 0.380 1.085 0.589 0.761 -1.203
C -0.818 1.317 1.274 -2.572 0.917 0.295
N -1.148 2.262 0.116 2.187 -1.004 0.161
C -2.221 0.455 1.508 -0.289 0.703 -0.870
C -3.394 1.252 2.313 -1.948 -1.179 -0.275
C -4.654 0.162 2.472 -0.538 1.398 0.699
C -4.036 2.549 1.547 1.331 1.217 0.124
C -0.418 2.309 2.510 0.441 0.888 -0.555
C -0.429 1.729 4.010 -0.758 -0.871 0.734
C -0.089 0.157 4.243 0.969 -0.764 0.853
Br 1.039 2.744 5.007 -0.934 -0.413 -0.407
P 2.314 -1.946 0.967 -0.961 -2.213 -0.213
N 3.812 -2.849 0.465 -0.412 0.497 0.967
O 2.316 -1.691 2.681 0.604 -0.989 -1.088
H 5.700 -1.729 -3.432 2.213 0.495 -0.202
H 7.494 -2.114 -2.898 -1.319 1.610 -0.970
H 7.180 -1.304 -4.580 -0.754 0.142 2.117
H 7.826 1.089 -1.305 -0.710 -2.474 -0.646
H 8.457 -0.709 -1.533 -1.744 1.221 -0.448
H 5.621 -1.302 -0.823 1.591 1.574 0.662
H 7.063 -1.034 0.441 -1.589 0.841 -1.788
H 6.666 1.359 0.803 -1.892 -1.081 -1.322
H 5.380 1.607 -0.550 0.462 -1.704 1.384
H 4.840 -0.740 1.668 -0.461 2.067 -0.722
H 4.960 1.009 2.356 -0.736 -1.385 -2.040
H 2.584 0.821 2.112 0.723 -0.470 -2.656
H 3.138 1.903 0.692 -0.163 -2.071 0.418
H 3.957 -0.088 -3.050 -1.825 0.569 1.937
H 0.757 0.333 -3.207 1.912 -1.214 -0.639
H 1.597 -1.437 -3.351 0.407 2.552 -0.563
H 3.592 0.851 -5.039 -0.876 -0.670 0.253
H 0.628 0.828 -1.087 0.031 -0.675 1.889
H 0.708 -1.978 -1.422 -1.353 1.321 1.912
H -0.460 -1.944 0.170 1.475 1.278 -1.827
H -1.283 0.092 -2.143 -0.325 -1.900 0.936
H -2.324 -1.237 -1.117 2.179 0.979 -1.316
H -2.419 -1.750 -3.566 2.298 -0.764 1.027
H -0.554 -1.781 -3.836 -1.405 -0.467 1.636
H -2.438 -3.919 -2.259 2.502 0.681 -0.552
H -0.483 -3.948 -1.985 -1.826 0.913 -0.920
H 0.505 -5.692 -3.234 -1.309 1.654 -1.230
H -1.471 1.741 -0.729 0.270 0.307 1.078
H -0.242 2.725 -0.194 -1.435 -0.519 0.578
H -2.644 0.284 0.404 0.793 0.320 2.383
H -2.043 -0.621 1.941 -0.160 2.264 -0.574
H -3.141 1.581 3.405 -0.098 -0.726 -2.103
H -5.580 0.833 2.809 1.841 -1.604 -0.682
H -4.958 -0.324 1.451 0.789 0.742 1.975
H -4.480 -0.602 3.344 -0.141 1.202 -1.958
H -5.167 2.745 1.815 2.300 -0.692 -0.633
H -3.444 3.502 1.954 -1.294 -1.898 -1.036
H -3.835 2.552 0.374 -0.670 -0.201 2.594
H -1.114 3.265 2.438 1.373 -2.144 0.248
H 0.683 2.708 2.279 -2.358 -1.015 0.442
H -1.405 1.968 4.655 2.202 -0.269 -1.824
H 1.090 0.031 4.378 -2.644 0.225 -0.566
H -0.550 -0.243 5.269 0.853 1.143 -2.212
H -0.438 -0.583 3.410 0.590 1.720 1.391
H 3.586 -3.497 -0.326 0.100 0.723 1.362
H 4.220 -3.354 1.282 -0.442 0.440 -1.104
H 1.882 -2.493 3.114 0.731 1.565 -1.186
C -5.735 -5.452 5.993 -0.222 -0.069 0.181
O -5.636 -4.682 7.186 0.421 0.142 -0.362
C -4.343 -4.093 7.347 -0.502 0.356 0.207
C -4.336 -2.622 6.910 0.323 -0.432 -0.370
O -4.586 -2.493 5.507 -0.279 -0.100 0.403
C -5.943 -2.168 5.226 0.063 0.005 -0.171
H -6.795 -5.610 5.775 0.134 0.028 0.142
H -5.280 -4.953 5.136 0.050 0.059 0.044
H -5.260 -6.426 6.145 0.034 -0.045 -0.104
H -3.583 -4.669 6.805 -0.079 0.117 -0.054
H -4.100 -4.141 8.414 0.003 0.020 -0.061
H -3.339 -2.208 7.096 -0.051 -0.024 0.012
H -5.056 -2.033 7.489 -0.019 -0.140 -0.037
H -6.104 -1.098 5.388 -0.129 0.021 0.021
H -6.645 -2.741 5.839 0.126 0.025 0.009
H -6.138 -2.396 4.174 0.118 0.055 0.123
C -1.501 5.550 -3.096 0.263 0.125 0.104
O -0.299 4.955 -3.572 -0.451 -0.126 -0.117
C -0.540 3.728 -4.268 0.553 0.254 -0.289
C -0.532 3.932 -5.788 -0.559 -0.307 0.244
O -1.615 4.768 -6.208 0.417 0.239 0.268
C -1.209 6.117 -6.414 -0.235 -0.092 -0.067
H -1.292 6.598 -2.859 0.068 -0.168 -0.003
H -2.303 5.519 -3.835 0.040 -0.069 -0.056
H -1.824 5.043 -2.182 -0.135 0.001 0.047
H -1.479 3.270 -3.936 -0.060 0.112 -0.105
H 0.276 3.045 -4.004 -0.064 0.050 -0.121
H -0.674 2.959 -6.271 0.085 0.105 0.079
H 0.427 4.338 -6.129 -0.057 -0.013 0.141
H -0.718 6.207 -7.387 0.086 0.101 0.005
H -0.537 6.475 -5.629 -0.024 -0.101 -0.035
H -2.105 6.745 -6.415 0.066 -0.154 -0.037
```
Positions in Å, forces in eV/Å.

- Gap between HOMO and LUMO: 0.2889 hartree
- SMILES string: COCCCCC[C@](O[C@H](I)C[SH](=O)=O)([C@@H](CCCCOC=O)O[C@@](N)(CC(C)C)C[C@@H](C)Br)P(N)O.COCCOC.COCCOC
- Total energy: -159033.994 eV
- Molar mass: 929.73 g/mol
- Relative energy (zero: lowest compared OMol25 entry of this formula, charge and spin): 604.51 kJ/mol
- HOMO energy: -8.0 eV

# 5
# C3H3NO

A 2-piece molecular cluster, C3H3NO overall (ωB97M-V with the def2-TZVPD basis set, the OMol25 dataset).

Geometry as XYZ:
```
8
Properties=species:S:1:pos:R:3:forces:R:3
C 0.034 0.003 -1.227 0.055 -0.185 -0.083
C 0.311 -1.139 -0.652 0.196 -0.518 0.213
O 0.575 -2.126 -0.081 -0.287 0.806 -0.482
H -0.946 0.448 -1.111 0.126 -0.167 -0.067
H 0.830 0.544 -1.720 -0.051 -0.081 -0.028
C -0.251 0.735 1.602 -0.476 0.952 0.100
N -0.750 1.768 1.484 0.479 -0.986 0.230
H 0.197 -0.233 1.705 -0.042 0.178 0.118
```
Positions in Å, forces in eV/Å.

- Gap between HOMO and LUMO: 0.3826 hartree
- SMILES string: C=C=O.C#N
- Total energy: -6695.161 eV
- Molar mass: 69.06 g/mol
- Relative energy (zero: lowest compared OMol25 entry of this formula, charge and spin): 128.40 kJ/mol
- HOMO energy: -9.7 eV

# 6
# C4H9NO2

An isolated molecule of C4H9NO2 (ωB97M-V with the def2-TZVPD basis set, the OMol25 dataset).

Geometry as XYZ:
```
16
Properties=species:S:1:pos:R:3:forces:R:3
C 1.695 1.911 -0.688 0.019 0.051 0.023
C 1.081 0.516 -0.761 -0.023 -0.057 -0.062
C 0.099 0.273 0.370 0.103 0.234 0.024
O -0.429 -1.050 0.225 -0.139 -0.049 0.015
C -1.732 -1.213 0.537 -0.184 0.143 0.080
N -2.092 -2.516 0.352 -0.138 -0.015 -0.043
O -2.470 -0.341 0.941 0.269 -0.308 -0.135
H 2.241 2.055 0.251 -0.072 -0.015 -0.125
H 2.398 2.077 -1.511 -0.113 -0.033 0.130
H 0.921 2.684 -0.747 0.112 -0.097 0.010
H 0.549 0.383 -1.711 0.068 0.040 0.108
H 1.863 -0.251 -0.730 -0.071 0.090 0.016
H 0.593 0.340 1.347 -0.051 -0.006 -0.114
H -0.725 0.991 0.356 0.122 -0.073 -0.019
H -3.081 -2.702 0.346 0.135 0.015 0.025
H -1.493 -3.110 -0.197 -0.036 0.078 0.066
```
Positions in Å, forces in eV/Å.

- Gap between HOMO and LUMO: 0.4172 hartree
- SMILES string: CCCOC(N)=O
- Total energy: -9879.891 eV
- Molar mass: 103.12 g/mol
- Relative energy (zero: lowest compared OMol25 entry of this formula, charge and spin): 16.36 kJ/mol
- HOMO energy: -10.4 eV

# 7
# C11H14N5O3S2

C11H14N5O3S2 as an isolated structure (ωB97M-V with the def2-TZVPD basis set, the OMol25 dataset).

Geometry as XYZ:
```
35
Properties=species:S:1:pos:R:3:forces:R:3
C 3.933 -2.710 -0.666 0.047 -0.112 0.034
C 3.185 -1.493 -1.198 -0.195 0.191 0.030
C 2.386 -0.769 -0.114 -0.215 -0.280 -0.019
N 1.474 -1.695 0.573 0.359 0.223 -0.034
C 0.354 -1.164 1.191 -0.382 -0.881 0.758
S -0.643 0.085 0.592 2.346 -0.795 -1.900
S -0.160 -1.809 2.640 -0.139 -0.624 0.869
C 2.190 -2.822 1.201 0.142 -0.021 -0.016
C 3.026 -3.603 0.183 -0.161 0.098 -0.375
H 4.331 -3.287 -1.508 0.029 0.030 0.070
H 4.805 -2.396 -0.078 -0.142 0.088 0.055
H 3.896 -0.780 -1.621 0.016 0.016 -0.151
H 2.500 -1.800 -1.996 0.025 0.036 0.071
H 3.095 -0.355 0.633 -0.224 0.006 -0.153
H 1.780 0.048 -0.527 0.241 -0.237 0.125
H 2.873 -2.455 1.984 -0.212 0.116 0.043
H 1.483 -3.506 1.686 0.106 0.459 -0.175
H 2.349 -4.157 -0.481 0.046 0.090 0.074
H 3.639 -4.346 0.707 -0.187 0.082 0.023
C -0.479 3.559 -1.765 -0.338 0.047 -0.419
O -1.886 3.455 -2.069 0.311 -0.163 0.404
C -2.599 2.804 -1.149 -1.949 -0.624 -0.362
N -3.931 2.832 -1.361 1.964 0.467 -0.485
C -4.621 2.276 -0.376 -2.088 -0.943 1.476
N -5.980 2.372 -0.178 3.229 0.007 -0.147
O -6.178 1.895 1.080 1.240 -0.906 1.058
N -4.882 1.432 1.703 -0.525 0.090 -1.881
O -4.930 1.020 2.841 0.171 0.202 -0.532
C -3.951 1.568 0.714 -2.374 0.773 0.527
C -2.528 1.535 0.816 -1.433 1.836 0.510
N -1.897 2.224 -0.153 -0.318 -0.210 1.596
H -0.059 3.998 -2.662 0.178 0.071 -0.051
H -0.347 4.220 -0.911 0.137 -0.054 0.046
H -0.057 2.579 -1.557 0.066 0.065 0.032
H -2.173 1.243 1.824 0.228 0.857 -1.100
```
Positions in Å, forces in eV/Å.

- Gap between HOMO and LUMO: 0.2012 hartree
- Charge: -1
- Total energy: -46893.399 eV
- Molar mass: 328.40 g/mol
- HOMO energy: -3.7 eV

# 8
# C3H9NO

A 2-piece molecular cluster, C3H9NO overall (ωB97M-V with the def2-TZVPD basis set, the OMol25 dataset).

Geometry as XYZ:
```
14
Properties=species:S:1:pos:R:3:forces:R:3
C 1.666 3.660 1.042 -0.561 -0.351 -0.590
O 1.646 4.700 1.628 0.176 0.102 0.247
H 1.587 2.671 1.533 0.186 0.145 0.233
H 1.665 3.611 -0.068 0.195 0.100 0.108
C -0.008 -1.105 -1.367 0.848 0.043 0.094
N -1.233 -1.530 -0.767 -0.633 0.384 -0.478
C -1.189 -1.677 0.657 0.059 -0.034 0.385
H 0.302 -0.134 -0.975 -0.148 0.108 0.107
H 0.833 -1.786 -1.151 -0.004 -0.020 -0.103
H -0.081 -0.982 -2.444 -0.207 -0.130 -0.108
H -1.650 -2.309 -1.247 0.091 -0.169 0.091
H -0.253 -2.129 1.012 0.025 -0.232 0.029
H -2.029 -2.285 0.991 0.053 0.035 0.067
H -1.256 -0.705 1.156 -0.078 0.019 -0.081
```
Positions in Å, forces in eV/Å.

- Gap between HOMO and LUMO: 0.3454 hartree
- SMILES string: C=O.CNC
- Total energy: -6793.041 eV
- Molar mass: 75.11 g/mol
- Relative energy (zero: lowest compared OMol25 entry of this formula, charge and spin): 194.43 kJ/mol
- HOMO energy: -8.7 eV